# 1
The following is a DFT calculation (ωB97M-V with the def2-TZVPD basis set) of C23H43N2O2P3Zr as an isolated structure at a distorted geometry.

Geometry as XYZ:
```
74
C23H43N2O2P3Zr ωB97M-V with the def2-TZVPD basis set
Zr 0.4349 -0.2917 -1.5686
P 2.2360 -0.8140 -3.4127
P -0.6292 1.4716 3.2968
P 0.4592 2.2242 -2.0120
H -1.8145 -0.5656 -3.1463
C -1.4850 -0.8430 -2.1366
C -1.8125 0.2079 -1.0413
H -1.0659 0.2559 -0.1820
C 2.6214 -2.5709 -3.7225
C 3.9153 -0.1997 -2.9839
C 2.0475 -0.1731 -5.1137
C -0.6676 2.6698 4.7030
C 0.3699 0.1439 4.0966
C 0.7435 2.2985 2.3802
C -0.3780 2.5489 -3.6185
C 2.0326 3.1150 -2.2476
C -0.4635 3.3446 -0.8926
H -1.7545 -1.8739 -1.8725
H -1.9496 1.2114 -1.4515
H 1.6913 -3.1442 -3.8016
H 3.2125 -2.9685 -2.8903
H 3.1908 -2.6732 -4.6552
H 4.4727 -0.9949 -2.4726
H 3.8611 0.6666 -2.3153
H 4.4497 0.0818 -3.9014
H 1.3937 -0.8443 -5.6812
H 3.0322 -0.1303 -5.5926
H 1.6077 0.8290 -5.1056
H 0.1234 2.4458 5.4286
H -1.6433 2.5994 5.2019
H -0.5316 3.6861 4.3134
H 0.7533 0.5168 5.0498
H 1.1878 -0.1742 3.4387
H -0.2826 -0.7170 4.2916
H 0.4693 3.3473 2.2090
H 0.8866 1.7937 1.4155
H 1.6789 2.2450 2.9563
H 0.0492 3.4642 -4.0542
H -1.4575 2.6910 -3.4598
H -0.2361 1.7164 -4.3230
H 1.8675 3.9835 -2.8989
H 2.7885 2.4637 -2.7023
H 2.4050 3.4522 -1.2725
H -1.0897 4.0266 -1.4858
H 0.2564 3.9271 -0.3013
H -1.1209 2.8047 -0.1950
C -3.7565 0.8742 0.8450
C -4.9496 0.5706 1.4759
C -5.5659 -0.6589 1.2315
C -4.8493 -1.6734 0.5712
C -3.6175 -1.4071 0.0155
C -3.2806 -0.0044 -0.3066
O -3.1432 2.0373 1.2174
H -2.7013 1.8708 2.0437
H -5.4029 1.2883 2.1702
H -6.5693 -0.8302 1.6220
H -5.2869 -2.6719 0.5125
H -2.9680 -2.2023 -0.3612
H -3.9751 0.3065 -1.1248
N 2.7123 -4.4784 3.8741
C 1.4359 -4.0309 3.6723
O 0.5158 -4.3279 4.4339
C 1.2201 -3.1619 2.4669
C 2.2297 -2.6694 1.6243
C 1.9159 -1.7882 0.5999
N 0.6215 -1.4030 0.3650
C -0.3676 -1.8684 1.1762
C -0.0943 -2.7716 2.1858
H 2.8798 -5.0499 4.6896
H 3.4934 -4.2352 3.2866
H 3.2727 -2.9681 1.7315
H 2.6808 -1.3660 -0.0619
H -1.3740 -1.4837 1.0061
H -0.9319 -3.1509 2.7666
```

Output
Largest force on an atom   3.533 eV/Å
Energy relative to the best compared isomer or geometry (same formula, charge and spin)   2.676 eV
Energy   -60727.972 eV
Total charge   +4

# 2
The following is a DFT calculation (ωB97M-V with the def2-TZVPD basis set) of an isolated ion of composition C5H8NO2 and charge +1 at a distorted geometry.

Geometry as XYZ:
```
16
C5H8NO2 ωB97M-V with the def2-TZVPD basis set
C 1.0629 1.1979 -0.6259
O 0.7156 -0.1202 -0.4969
C -0.3602 -0.4416 0.3658
N -0.6587 -1.8684 -0.0586
C -1.5568 0.2998 0.2396
C -2.2350 1.4679 0.3769
C -2.9274 0.3924 -0.1673
O -3.9199 -0.1740 -0.5278
H 2.0022 1.2791 -1.1619
H 1.4451 1.7112 0.2151
H 0.3300 1.7457 -1.1855
H -0.1025 -0.7179 1.3553
H -1.5488 -2.1984 0.4073
H 0.1698 -2.4274 0.2513
H -0.8449 -1.8745 -1.0909
H -2.0489 2.5315 0.4421
```

Output
Largest force on an atom   2.864 eV/Å
Energy relative to the best compared isomer or geometry (same formula, charge and spin)   3.609 eV
Energy   -10888.899 eV
Total charge   +1
Structure (SMILES)   CO[C@H]([NH3+])c1cc1=O

# 3
The following is a DFT calculation (ωB97M-V with the def2-TZVPD basis set) of a 2-piece molecular cluster, C3H7Cl2NO overall at a distorted geometry.

Geometry as XYZ:
```
14
C3H7Cl2NO ωB97M-V with the def2-TZVPD basis set
C -1.0206 -0.9041 1.0094
C -0.0408 -1.0218 -0.0747
C -0.4102 -1.0007 -1.5305
O 1.1689 -0.9447 0.1914
H -0.8471 0.2621 0.7945
H -1.9887 -1.2573 0.7265
H -0.6632 -1.1464 1.9777
H 0.5466 -1.0897 -1.9962
H -0.6571 0.0985 -1.8737
H -1.2340 -1.5773 -1.8593
Cl 1.7259 2.7268 2.0845
N 0.8411 1.9481 0.7421
Cl 1.2031 2.8001 -0.7903
H 1.3761 1.1064 0.5988
```

Output
Largest force on an atom   3.442 eV/Å
Energy relative to the best compared isomer or geometry (same formula, charge and spin)   3.502 eV
Energy   -31804.012 eV
Total charge   0
Structure (SMILES)   CC(C)=O.ClNCl

# 4
The following is a DFT calculation (ωB97M-V with the def2-TZVPD basis set) of C14H33Cl4O12P2Pb as an isolated structure at a distorted geometry.

Geometry as XYZ:
```
66
C14H33Cl4O12P2Pb ωB97M-V with the def2-TZVPD basis set
Pb 1.9763 -2.8087 -1.3514
C -2.1480 -1.1814 -0.1678
C -0.8042 -1.6598 -0.7176
O -0.7193 -2.6814 -1.3906
O 0.2317 -0.9466 -0.5191
H -2.6533 -1.6683 0.6663
H -2.9538 -1.1418 -0.9008
H -2.0554 -0.1718 0.2324
C -2.8746 -1.5614 3.8029
Cl -3.5235 -3.1470 4.3215
Cl -4.2636 -0.3685 3.6919
H -2.2730 -1.1846 4.6301
H -2.2303 -1.5961 2.9245
C -3.9053 -4.2847 -2.4018
Cl -4.2687 -4.6317 -0.7019
Cl -5.3540 -3.4198 -3.1998
H -3.0225 -3.6502 -2.4813
H -3.7926 -5.2311 -2.9307
C 1.3608 7.0227 -0.5294
O 1.7297 5.7353 -0.9272
P 2.6930 4.7591 0.0064
O 4.1033 5.2316 0.1577
O 1.8723 4.7390 1.4175
C 2.4838 5.0656 2.6478
O 2.4491 3.3432 -0.8088
C 1.2101 2.6920 -1.1065
H 1.4388 7.6628 -1.4082
H 1.8581 7.4344 0.3489
H 0.2849 7.0250 -0.3549
H 3.3175 4.3924 2.8473
H 1.7315 4.9806 3.4320
H 2.9619 6.0451 2.6358
H 1.3638 2.2579 -2.0945
H 0.3344 3.3196 -1.2717
H 1.1702 1.8294 -0.4412
C 0.7635 -1.3618 2.7891
O 0.3022 -2.6693 3.1126
P 1.0185 -3.8825 2.3017
O 1.4068 -3.5108 0.9281
O 2.3403 -4.0735 3.1980
C 3.6197 -4.2680 2.5701
O 0.2878 -5.2661 2.5283
C -0.0306 -5.6411 3.8853
H 0.0201 -0.6145 2.5119
H 1.4586 -1.3140 1.9508
H 1.3104 -0.8574 3.5857
H 4.2085 -4.7237 3.3662
H 4.0659 -3.3297 2.2405
H 3.5941 -5.0207 1.7822
H -0.5798 -4.8353 4.3723
H 0.9062 -5.8790 4.3891
H -0.7184 -6.4655 4.0734
O -2.2900 -0.1341 -4.2277
C -1.9621 0.9240 -3.6375
O -0.7956 1.6118 -3.8183
C 0.1287 1.1701 -4.8066
C 1.1222 2.2638 -5.2472
C -2.9110 1.6555 -2.6596
H -0.3633 0.7470 -5.6824
H 0.7107 0.3192 -4.4526
H 0.7994 3.2609 -5.5466
H 1.6510 1.7320 -6.0382
H 1.7480 2.4660 -4.3780
H -3.7840 2.0871 -3.1491
H -2.5545 2.5038 -2.0753
H -3.2020 0.9049 -1.9246
```

Output
Expectation value of S²   0.76
2S+1   2
Largest force on an atom   4.004 eV/Å
Energy   -113522.790 eV
Total charge   +2